(1)
Density functional theory data (the ωB97M-V functional and the def2-TZVPD basis) for C21H40BCl6CsFMgN2O11P as an isolated structure at a distorted geometry.

Positions of all 85 atoms, in Å:
C1 -4.048963 -0.649345 -1.092697
C2 -2.973213 -0.853437 0.046106
C3 -1.841495 -1.857167 -0.336589
C4 -1.246299 -2.669531 0.878409
N1 -0.187060 -1.957712 1.596153
C5 -0.620827 -1.378548 2.875054
O1 -1.963328 -0.914291 3.021248
C6 -2.680056 -1.844346 3.803574
O2 -3.803276 -1.817501 4.062244
O3 -1.806844 -2.881767 4.194794
C7 -0.516486 -2.227500 4.153564
B1 -0.608869 -1.198123 5.430063
O4 -1.300609 -1.499627 6.589116
O5 0.049937 0.037654 5.414359
P1 1.028409 -3.189374 4.509519
O6 0.959604 -3.532524 5.946258
O7 1.150035 -4.625958 3.655511
O8 2.416835 -2.243118 4.345430
H1 -3.601853 -0.875204 -2.084446
H2 -4.393794 0.433136 -1.044819
H3 -4.938169 -1.265818 -0.839925
H4 -3.513380 -1.243880 0.950434
H5 -2.488790 0.100092 0.386035
H6 -2.270372 -2.623620 -1.043460
H7 -0.999093 -1.356969 -0.860122
H8 -0.719195 -3.582834 0.375875
H9 -2.074797 -3.118330 1.562065
H10 0.596482 -2.595663 1.756030
H11 0.027040 -0.470417 2.966572
H12 -1.361552 -2.472066 6.648310
H13 -0.328186 0.621002 6.093826
H14 1.965922 -4.571910 3.112162
H15 2.257735 -1.410481 4.836197
Mg1 -1.827008 -4.741045 0.440246
Cl1 -2.567494 -1.358091 -4.958617
C8 -1.333601 -0.317470 -4.188474
C9 -0.012154 -1.012027 -4.048924
Cl2 -0.076727 -2.347717 -2.842575
H16 -1.726240 0.005747 -3.218317
H17 -1.195179 0.580976 -4.831504
H18 0.735210 -0.302780 -3.697251
H19 0.331025 -1.426500 -4.993700
C10 1.663161 1.363667 0.065265
Cl3 2.296045 -0.054211 0.935438
Cl4 0.268526 0.918904 -0.913392
Cl5 1.241940 2.644819 1.203287
H20 2.441388 1.733263 -0.596948
C11 -4.547330 -6.170850 -4.333085
C12 -4.268596 -4.985132 -3.403924
O9 -4.831153 -3.924990 -3.689158
O10 -3.482719 -5.243957 -2.440592
H21 -5.225471 -5.887208 -5.135868
H22 -3.613512 -6.523406 -4.774097
H23 -4.999455 -6.987041 -3.766618
C13 0.436018 6.294628 2.458906
C14 1.951091 6.431861 2.204151
C15 2.396154 7.865283 2.561812
O11 2.168867 6.241978 0.898429
H24 -0.152848 6.995858 1.862287
H25 0.085556 5.282028 2.231307
H26 0.206635 6.491690 3.515837
H27 2.447365 5.764212 2.945409
H28 1.874805 8.617227 1.964467
H29 3.469797 7.994643 2.408642
H30 2.187165 8.081919 3.618521
N2 -5.042813 2.456080 0.270561
H31 -4.139099 2.735452 -0.124312
H32 -5.499980 3.271824 0.686680
H33 -5.634589 2.073403 -0.472837
H34 -4.894567 1.742235 0.989424
F1 -0.119716 1.577277 -5.468756
Cs1 4.387398 -0.049556 2.094738
C16 7.267105 2.311917 -4.739458
C17 6.835025 1.118278 -5.304025
C18 5.658750 0.526059 -4.863414
C19 4.908800 1.132640 -3.864017
C20 5.339235 2.328857 -3.301655
C21 6.520404 2.916260 -3.736378
H35 8.186463 2.771798 -5.081735
H36 7.416479 0.648748 -6.088533
H37 5.325326 -0.407788 -5.299657
H38 3.987669 0.672709 -3.524039
H39 4.752879 2.804265 -2.522855
H40 6.858154 3.845989 -3.294459
Cl6 1.380324 -6.767549 4.256920

Atoms 1-3, force components in eV/Å:
0.5 0.7 1.0
-0.2 -0.2 0.6
-0.8 -0.6 0.5

## Properties
energy above the lowest of the compared OMol25 structures with the same formula, charge and spin: 0.0 kcal per mole
gap between HOMO and LUMO: 1.17 eV

(2)
Density functional theory data (the ωB97M-V functional and the def2-TZVPD basis) for C21H40BrFN2O9S as an isolated structure at a distorted geometry.

Positions of all 75 atoms, in Å:
C1 0.133770 1.490567 6.321716
C2 -0.363049 1.728995 5.261510
C3 -0.796381 1.703827 3.881357
O1 -0.315738 0.557968 3.109058
S1 -1.011650 0.770226 1.676390
O2 -0.135335 0.282735 0.670476
O3 -2.331018 0.249646 1.682592
O4 -1.002938 2.364650 1.696521
C4 -0.390010 2.848253 2.974249
C5 1.108620 2.910133 2.592219
C6 2.125716 2.831066 3.701997
O5 2.793305 3.692185 4.148644
F1 2.287135 1.562120 4.123385
C7 -1.081493 4.209736 3.217916
Br1 0.157292 5.577005 3.847043
C8 -2.260380 4.200633 4.191895
C9 -3.493102 3.413157 3.702171
H1 0.473002 1.263843 7.302887
H2 -1.876795 1.564396 3.883382
H3 1.332581 2.069777 1.940195
H4 1.283850 3.809907 2.015349
H5 -1.447071 4.548976 2.255115
H6 -1.931182 3.897676 5.183137
H7 -2.556145 5.240878 4.300643
H8 -3.395343 3.154159 2.649680
H9 -4.400333 3.993438 3.829245
H10 -3.617978 2.491653 4.264843
C10 4.708397 -5.929782 0.107107
O6 3.740186 -5.530261 1.054921
C11 4.024192 -4.307841 1.723021
C12 3.122525 -3.184178 1.258006
N1 3.429312 -2.769399 -0.104010
C13 2.441095 -1.882535 -0.716032
C14 0.998691 -2.356103 -0.847489
O7 0.793345 -3.393186 -1.790538
C15 1.089154 -4.698561 -1.337326
H11 4.502536 -6.967646 -0.149814
H12 4.659821 -5.335669 -0.812209
H13 5.719823 -5.864552 0.518577
H14 5.079138 -4.038714 1.613117
H15 3.830583 -4.479606 2.785371
H16 3.259172 -2.327387 1.925400
H17 2.086719 -3.530757 1.369394
H18 3.530153 -3.589137 -0.686603
H19 2.801361 -1.652619 -1.722052
H20 2.436803 -0.940283 -0.158458
H21 0.422384 -1.507861 -1.221148
H22 0.553343 -2.621837 0.118433
H23 0.836407 -4.828896 -0.281711
H24 2.141701 -4.953256 -1.492186
H25 0.491474 -5.394466 -1.926136
C16 -3.726768 2.997656 -3.439919
O8 -2.329882 2.932090 -3.241913
C17 -1.919591 2.135879 -2.137203
C18 -1.292057 0.827912 -2.570726
N2 -2.272830 -0.091778 -3.130904
C19 -1.710330 -1.269865 -3.790722
C20 -0.750710 -1.077979 -4.959708
O9 -1.340578 -0.568680 -6.141910
C21 -1.525131 0.831658 -6.175730
H26 -3.917925 3.806060 -4.144067
H27 -4.129419 2.072374 -3.866340
H28 -4.252400 3.214959 -2.505218
H29 -2.748998 1.962974 -1.443227
H30 -1.154020 2.712706 -1.608909
H31 -0.833712 0.361606 -1.695090
H32 -0.489740 1.070217 -3.281088
H33 -2.854077 0.404381 -3.792582
H34 -2.553433 -1.861699 -4.154978
H35 -1.203916 -1.878035 -3.033399
H36 -0.376636 -2.069106 -5.226144
H37 0.127832 -0.479885 -4.686775
H38 -0.714494 1.361112 -5.667765
H39 -2.481922 1.125874 -5.734621
H40 -1.536924 1.136465 -7.222315

Atoms 1-3, force components in eV/Å:
-0.3 0.1 0.4
0.7 -0.7 -0.5
-0.2 -0.3 0.4

## Properties
gap between HOMO and LUMO: 8.72 eV

(3)
Density functional theory data (the ωB97M-V functional and the def2-TZVPD basis) for a 5-piece molecular cluster, C21H40BrIO8Si overall at a distorted geometry.

Positions of all 72 atoms, in Å:
O1 -1.659041 1.540756 -1.971645
C1 -0.818708 1.115294 -1.276221
O2 -0.022153 1.942492 -0.532996
C2 -0.505862 -0.345723 -1.124708
C3 -1.411732 -1.229684 -2.004777
Si1 -3.142852 -1.518785 -1.335490
Br1 -3.488673 -3.735010 -1.150541
I1 -3.508435 -0.466793 0.841653
C4 -4.432114 -0.831830 -2.541426
C5 -5.361306 0.182459 -1.916876
O3 -5.120319 1.321469 -1.914265
O4 -6.546841 -0.274474 -1.381933
H1 -0.608764 2.523918 -0.010738
H2 0.538292 -0.482058 -1.401890
H3 -0.590104 -0.671246 -0.091662
H4 -0.905063 -2.187381 -2.105248
H5 -1.475547 -0.815620 -3.006458
H6 -3.997714 -0.346585 -3.407846
H7 -5.067905 -1.634043 -2.914065
H8 -6.332051 -0.564365 -0.481433
C6 4.146117 -3.101777 -0.536565
C7 4.019116 -4.030576 -1.735357
C8 2.567716 -3.822280 -2.137877
O5 2.234222 -2.473531 -1.785329
C9 3.268460 -1.931831 -0.953323
H9 5.170839 -2.805154 -0.317280
H10 3.734232 -3.585304 0.351787
H11 4.682397 -3.696812 -2.537449
H12 4.252514 -5.070285 -1.511490
H13 1.901667 -4.493749 -1.585469
H14 2.400185 -3.969143 -3.205605
H15 3.832282 -1.201460 -1.543734
H16 2.818786 -1.416443 -0.103010
C10 -0.590912 4.780631 2.990763
C11 -1.665392 3.702680 3.083399
C12 -2.139817 3.619483 1.643138
O6 -1.012398 3.940272 0.816676
C13 0.032899 4.486744 1.632614
H17 0.134131 4.749697 3.802474
H18 -1.055800 5.769234 2.985378
H19 -1.214218 2.754656 3.387985
H20 -2.468595 3.936076 3.780340
H21 -2.931848 4.347875 1.440976
H22 -2.495458 2.639003 1.355939
H23 0.828453 3.739085 1.713533
H24 0.440839 5.375872 1.151822
C14 -2.527443 4.715991 -2.183703
C15 -3.779043 4.253755 -2.916676
C16 -4.880108 4.812373 -2.029618
O7 -4.360624 6.011494 -1.436971
C17 -2.950218 6.082042 -1.669188
H25 -1.638988 4.755507 -2.812739
H26 -2.322033 4.049150 -1.345104
H27 -3.822410 4.715690 -3.907123
H28 -3.842507 3.173749 -3.041082
H29 -5.131457 4.114406 -1.224343
H30 -5.791159 5.046188 -2.581972
H31 -2.765408 6.862698 -2.416276
H32 -2.442489 6.360759 -0.743595
C18 5.984780 -4.843113 4.169056
C19 5.070198 -6.046185 4.356131
C20 4.230209 -5.997217 3.089207
O8 5.059761 -5.429254 2.069267
C21 6.235150 -4.874123 2.669313
H33 6.902805 -4.892822 4.752766
H34 5.455629 -3.927000 4.442728
H35 5.662303 -6.964192 4.378775
H36 4.470368 -6.006342 5.264190
H37 3.355208 -5.350588 3.217323
H38 3.888792 -6.982684 2.770580
H39 7.082662 -5.522149 2.421768
H40 6.422496 -3.883918 2.251537

Atoms 1-3, force components in eV/Å:
-2.4 0.8 -1.7
2.0 -0.4 1.9
0.0 -1.5 0.1

## Properties
gap between HOMO and LUMO: 8.96 eV
SMILES: O=C(O)CC[Si@@](Br)(I)CC(=O)O.C1CCOC1.C1CCOC1.C1CCOC1.C1CCOC1

Total energy for every record listed, in sequence, given in eV: -141725.7690 -127423.0073 -124828.3848.